1.
Computed, not measured: C6H8BrN3O3 in the gas phase in a non-equilibrium geometry, with the ωB97M-V functional and the def2-TZVPD basis.

XYZ file:
```
21
C6H8BrN3O3, DFT the ωB97M-V functional and the def2-TZVPD basis
C 1.603 -1.066 -0.151
C 1.716 0.923 1.152
C 2.306 0.029 0.353
C 0.393 -1.311 0.246
C -0.582 0.824 0.417
C -1.075 1.519 -1.914
N 0.325 0.916 1.400
N -1.781 0.645 0.834
N -0.707 -1.973 0.149
O -1.569 -2.097 -0.762
O -0.990 -2.617 1.403
O -0.191 1.224 -0.837
Br 4.122 0.309 -0.256
H 2.125 -1.912 -0.784
H 2.319 1.568 1.794
H -0.353 1.411 -2.781
H -1.568 2.455 -1.904
H -1.680 0.519 -1.979
H 0.060 0.554 2.277
H -2.479 0.936 0.180
H -1.994 -2.855 1.163
```

DFT total energy in eV: -86999.415
SMILES: [H]/N=C(/N/C=C(/Br)C=C=[N+]([O-])O)OC
Energy relative to the best compared isomer or geometry (same formula, charge and spin) in eV: 2.988
Kohn-Sham gap (alpha / beta) in Eh: 0.314 / 0.314



2.
Computed, not measured: a molecular structure, C25H32BiN3O5SSi2 in a non-equilibrium geometry, with the ωB97M-V functional and the def2-TZVPD basis.

XYZ file:
```
69
C25H32BiN3O5SSi2, DFT the ωB97M-V functional and the def2-TZVPD basis
Bi 0.267 0.327 0.754
C -4.224 0.878 1.866
Si -3.086 1.004 0.360
C -2.203 2.664 0.411
C -4.275 1.107 -1.116
N -1.912 -0.227 0.278
C -2.137 -1.580 0.467
C -3.397 -2.173 0.324
C -3.627 -3.510 0.638
C -2.588 -4.274 1.136
C -1.316 -3.715 1.248
C -1.037 -2.402 0.855
N 0.245 -1.848 0.889
Si 1.759 -2.745 0.829
C 2.300 -3.438 2.511
C 1.326 -4.406 -0.090
C 3.175 -2.265 -0.345
H -4.909 1.730 1.927
H -3.639 0.840 2.791
H -4.823 -0.038 1.820
H -2.922 3.488 0.371
H -1.524 2.779 -0.443
H -1.608 2.786 1.323
H -4.919 1.987 -1.014
H -4.923 0.226 -1.182
H -3.730 1.191 -2.062
H -4.219 -1.558 -0.028
H -4.622 -3.929 0.524
H -2.756 -5.299 1.447
H -0.510 -4.301 1.666
H 1.702 -2.984 3.306
H 3.350 -3.217 2.727
H 2.157 -4.521 2.552
H 0.990 -5.210 0.571
H 2.228 -4.772 -0.597
H 0.550 -4.272 -0.856
H 3.264 -1.187 -0.482
H 3.062 -2.731 -1.325
H 4.115 -2.613 0.101
N 2.678 2.291 -0.049
C 1.690 3.069 -0.614
C 1.408 4.337 -0.079
C 0.514 5.188 -0.699
C -0.129 4.807 -1.875
C 0.118 3.542 -2.389
C 1.001 2.660 -1.768
C 1.148 1.277 -2.302
C 1.553 1.098 -3.628
C 1.565 -0.164 -4.204
C 1.105 -1.249 -3.468
C 0.722 -1.070 -2.144
C 0.779 0.175 -1.516
H 2.763 2.357 0.965
H 2.758 1.342 -0.382
H 1.911 4.624 0.838
H 0.307 6.157 -0.259
H -0.831 5.470 -2.365
H -0.415 3.200 -3.269
H 1.868 1.963 -4.202
H 1.911 -0.297 -5.223
H 1.063 -2.237 -3.915
H 0.358 -1.924 -1.582
O 2.008 3.139 2.189
S 2.670 0.145 3.062
O 3.478 1.549 2.940
O 1.323 0.439 3.574
O 2.502 -0.269 1.565
O 3.640 3.665 3.668
C 2.950 2.922 2.975
```

DFT total energy in eV: -73588.340
Net charge: -2
Energy relative to the best compared isomer or geometry (same formula, charge and spin) in eV: 0.000
Kohn-Sham gap in Eh: 0.238



3.
Computed, not measured: 5 unconnected molecules or ions with the total composition C22H43N7O3P in a non-equilibrium geometry, with the ωB97M-V functional and the def2-TZVPD basis.

XYZ file:
```
76
C22H43N7O3P, DFT the ωB97M-V functional and the def2-TZVPD basis
C -0.114 -0.923 0.356
C 0.564 0.528 -0.037
N 0.708 0.867 -1.386
C 1.085 1.651 1.081
P 2.893 1.399 1.641
C 4.147 2.650 0.930
C 3.765 3.266 -0.540
O 4.817 4.285 -0.862
C 3.862 2.156 -1.776
N 5.114 2.421 -2.606
O 3.500 -0.244 1.374
N 4.359 -0.406 2.430
O 5.457 -0.769 2.040
H 0.360 -1.422 1.310
H -1.272 -0.773 0.566
H -0.045 -1.651 -0.563
H 1.122 1.829 -1.357
H 0.860 2.714 0.647
H 0.382 1.483 2.029
H 2.894 1.563 3.100
H 4.215 3.557 1.701
H 5.183 2.086 0.842
H 2.749 3.862 -0.547
H 4.916 4.936 -0.105
H 2.946 2.392 -2.496
H 3.782 1.060 -1.370
H 5.861 1.755 -2.272
H 4.878 2.255 -3.615
C -3.741 0.340 3.211
C -2.873 -0.847 3.605
C -2.126 -0.628 4.921
C -1.176 0.487 4.838
N -0.434 1.378 4.768
H -3.141 1.241 3.053
H -4.272 0.128 2.278
H -4.485 0.554 3.986
H -2.161 -1.059 2.796
H -3.512 -1.732 3.706
H -1.582 -1.544 5.177
H -2.842 -0.447 5.730
C -2.107 0.207 -2.709
C -2.646 -1.106 -3.259
C -4.167 -1.217 -3.150
C -4.624 -1.208 -1.755
N -4.978 -1.189 -0.649
H -2.326 0.316 -1.643
H -1.019 0.250 -2.830
H -2.542 1.061 -3.238
H -2.167 -1.942 -2.734
H -2.362 -1.188 -4.315
H -4.490 -2.149 -3.627
H -4.641 -0.396 -3.701
C -2.803 -1.711 -7.589
C -4.163 -2.273 -7.982
C -5.249 -1.200 -8.066
C -5.497 -0.561 -6.768
N -5.679 -0.052 -5.741
H -2.831 -1.252 -6.596
H -2.056 -2.511 -7.564
H -2.471 -0.955 -8.307
H -4.454 -3.051 -7.264
H -4.073 -2.761 -8.960
H -6.177 -1.662 -8.421
H -4.967 -0.442 -8.806
C 4.647 -1.671 7.009
C 3.925 -1.190 5.757
C 2.699 -0.331 6.070
C 1.670 -1.079 6.802
N 0.866 -1.675 7.390
H 4.003 -2.305 7.625
H 5.527 -2.261 6.734
H 4.980 -0.824 7.617
H 3.633 -2.058 5.152
H 4.623 -0.600 5.153
H 2.274 0.038 5.130
H 3.001 0.550 6.650
```

DFT total energy in eV: -49358.687
Net charge: +1
Kohn-Sham gap in Eh: 0.273



4.
Computed, not measured: a molecular structure, C25H38P2Pb in a non-equilibrium geometry, with the ωB97M-V functional and the def2-TZVPD basis.

XYZ file:
```
66
C25H38P2Pb, DFT the ωB97M-V functional and the def2-TZVPD basis
P -0.201 -2.031 -2.127
P -0.520 2.155 -1.824
C -0.800 -0.502 -3.047
C 0.028 0.803 -2.998
H -1.842 -0.291 -2.731
H -0.840 -0.822 -4.099
H 1.124 0.612 -3.010
H -0.157 1.356 -3.919
C -2.168 2.639 -2.425
H -2.665 3.145 -1.581
H -2.771 1.759 -2.704
H -2.114 3.342 -3.275
C 0.614 3.507 -2.304
H 0.311 3.978 -3.250
H 1.656 3.154 -2.377
H 0.554 4.247 -1.491
C -1.329 -3.378 -2.598
H -1.234 -4.150 -1.823
H -1.093 -3.821 -3.573
H -2.365 -3.017 -2.589
C 1.430 -2.483 -2.852
H 2.079 -1.613 -3.031
H 1.325 -3.054 -3.785
H 1.946 -3.132 -2.129
Pb 1.249 0.077 -0.564
C 0.705 1.653 -5.942
C -0.640 1.674 -5.846
C -1.552 0.915 -6.772
C -1.143 -0.532 -7.125
C -0.378 -1.296 -6.069
C 0.960 -1.258 -5.931
C 1.832 -0.462 -6.862
C 1.407 1.006 -7.098
C 0.154 -1.577 0.644
H 1.357 2.205 -5.247
H -1.183 2.384 -5.195
H -1.685 1.470 -7.714
H -2.545 0.895 -6.311
H -2.081 -1.080 -7.319
H -0.614 -0.524 -8.081
H -0.983 -2.055 -5.539
H 1.492 -1.986 -5.319
H 1.898 -0.947 -7.851
H 2.848 -0.477 -6.453
H 2.322 1.577 -7.305
H 0.802 1.054 -8.010
H 0.520 -1.204 1.622
H 0.530 -2.601 0.485
H -0.945 -1.528 0.648
C 0.798 2.516 5.072
C 1.752 2.019 4.156
C 1.372 1.640 2.874
C 0.017 1.700 2.445
C -0.437 1.252 1.182
C -1.785 1.233 0.900
C -2.755 1.726 1.830
C -2.343 2.189 3.073
C -0.959 2.190 3.417
C -0.539 2.605 4.702
H 1.130 2.840 6.056
H 2.807 1.932 4.443
H 2.109 1.268 2.169
H -2.169 0.833 -0.039
H -3.811 1.719 1.569
H -3.071 2.561 3.799
H -1.288 2.974 5.422
```

DFT total energy in eV: -50345.073
Net charge: +2
Energy relative to the best compared isomer or geometry (same formula, charge and spin) in eV: 0.000
Kohn-Sham gap (alpha / beta) in Eh: 0.185 / 0.178



5.
Computed, not measured: a gas-phase ion, C10H7O3S (charge -1) in a non-equilibrium geometry, with the ωB97M-V functional and the def2-TZVPD basis.

XYZ file:
```
21
C10H7O3S, DFT the ωB97M-V functional and the def2-TZVPD basis
C 0.400 0.093 -3.413
C -0.481 -0.850 -3.142
C 0.926 0.926 -2.415
C -0.769 -1.197 -1.874
C 0.718 0.545 -1.096
C -0.210 -0.515 -0.792
C 1.263 1.147 0.080
C -0.434 -0.767 0.630
C 0.404 0.104 1.316
C -0.909 0.387 3.717
O 2.059 2.001 0.327
O -1.256 -1.614 1.073
O 1.567 -0.678 3.631
S 0.840 0.458 2.959
H 0.379 0.500 -4.355
H -1.147 -1.330 -3.856
H 1.696 1.625 -2.712
H -1.500 -2.059 -1.882
H -1.674 -0.291 3.283
H -1.295 1.332 3.767
H -0.575 0.184 4.755
```

DFT total energy in eV: -27459.791
Net charge: -1
Energy relative to the best compared isomer or geometry (same formula, charge and spin) in eV: 1.971
Kohn-Sham gap in Eh: 0.260



Number 1: molecular weight 250.052 g/mol. Number 2: molecular weight 751.766 g/mol. Number 3: molecular weight 484.606 g/mol. Number 4: molecular weight 607.727 g/mol. Number 5: molecular weight 207.230 g/mol.